Entry from the Open Molecules 2025 dataset: a gas-phase ion, C5H12N2O (charge +2) (ωB97M-V with the def2-TZVPD basis set).

Last column: Mulliken charge in e.
Element x y z (Å)
O -1.9974 2.5842 -0.6192  -0.375
C -0.8698 2.2092 -0.6997  -0.159
C -0.3600 1.1117 0.2729  0.153
C -0.4240 -0.2255 -0.4623  -1.397
C 0.6745 -1.2131 -0.1877  0.506
C 0.7628 -2.0461 0.8268  -0.991
N 1.7152 -1.3186 -1.2494  -0.259
N -1.2545 1.1878 1.4763  -0.331
H -0.1088 2.5662 -1.3816  0.414
H 0.6558 1.3366 0.5963  0.465
H -1.3920 -0.7185 -0.3204  0.517
H -0.6076 -0.1086 -1.5418  0.606
H 0.0319 -2.1196 1.6217  0.291
H 1.6147 -2.7062 0.9578  0.322
H 1.7334 -0.5435 -1.9150  0.378
H 1.6083 -2.1980 -1.7721  0.387
H 2.6675 -1.3979 -0.8688  0.407
H -1.2059 2.1224 1.8890  0.368
H -1.0205 0.4839 2.1822  0.320
H -2.2236 0.9937 1.1950  0.379

Energy relative to the best compared isomer or geometry (same formula, charge and spin)   43.2 kJ/mol
Total charge   +2
HOMO level   -18.3 eV
Electronic energy   -381.7910 hartree
SMILES   C=C([NH3+])C[C@H]([NH3+])C=O

=====

Entry from the Open Molecules 2025 dataset: 2 unconnected molecules or ions with the total composition C5H12N2O2 (ωB97M-V with the def2-TZVPD basis set).

Last column: Mulliken charge in e.
Element x y z (Å)
C 0.3513 -1.4933 0.0683  -0.277
C 0.4814 -2.7691 0.8832  -1.219
N -0.9047 -0.6433 0.5137  -0.532
H -0.9014 -0.4951 1.5195  0.258
H -1.7606 -1.1301 0.2623  0.279
H 1.2777 -0.9180 0.1212  0.242
H 0.1314 -1.6829 -0.9835  0.319
H -0.4410 -3.3482 0.8449  0.328
H 0.7091 -2.5407 1.9216  0.322
H 1.3005 -3.3728 0.4862  0.369
C -1.1169 1.3942 -0.3050  0.930
C 0.3312 1.5867 -0.6536  0.470
N 0.5549 1.5417 -1.9956  -0.443
C 1.2952 1.6606 0.2802  -1.276
O -1.4443 1.9695 0.8946  -0.489
O -1.9709 1.2806 -1.1831  -0.726
H -2.4101 2.0406 0.9236  0.343
H 1.4134 1.9089 -2.3645  0.202
H -0.2791 1.5996 -2.5714  0.240
H 2.3373 1.7364 0.0128  0.342
H 1.0456 1.6747 1.3247  0.319

Energy relative to the best compared isomer or geometry (same formula, charge and spin)   176.1 kJ/mol
HOMO level   -8.0 eV
Electronic energy   -457.6819 hartree
SMILES   C=C(N)C(=O)O.CCN

=====

Entry from the Open Molecules 2025 dataset: 2 unconnected molecules or ions with the total composition C5H12N2O2 (ωB97M-V with the def2-TZVPD basis set).

Last column: Mulliken charge in e.
Element x y z (Å)
C 1.0237 -0.2387 0.1078  1.345
C 1.8193 0.8935 0.6666  -1.280
C 0.6276 -0.1987 -1.2578  -1.132
C 1.0908 -1.5429 0.8276  -1.423
N -1.9468 0.6671 -0.7011  -0.085
C -1.2919 1.2784 0.4772  0.552
N -2.6990 -0.5327 -0.5032  -0.694
O -0.8201 0.3861 1.2452  -0.672
O -1.1068 2.4837 0.4108  -0.655
H -2.4820 1.3511 -1.2250  0.252
H -2.5430 -0.8020 0.4661  0.305
H -2.2754 -1.2632 -1.0710  0.254
H 1.8028 0.8890 1.7534  0.334
H 0.4532 -1.1634 -1.7312  0.378
H 0.4058 -2.2761 0.4052  0.374
H 2.8554 0.7801 0.3244  0.420
H 1.4403 1.8514 0.3115  0.349
H 1.1786 0.5005 -1.8836  0.331
H -0.5152 0.2746 -1.2389  0.326
H 0.8706 -1.4062 1.8838  0.335
H 2.1120 -1.9317 0.7320  0.386

Energy relative to the best compared isomer or geometry (same formula, charge and spin)   321.9 kJ/mol
HOMO level   -9.0 eV
Electronic energy   -457.6263 hartree

=====

Entry from the Open Molecules 2025 dataset: a molecular structure, C5H12N2O2 (ωB97M-V with the def2-TZVPD basis set).

Last column: Mulliken charge in e.
Element x y z (Å)
C -0.3678 -1.6764 -0.5452  -0.469
C -0.9303 0.0547 -1.4138  -0.881
C -0.5291 0.1488 2.0043  -1.065
C 1.9451 1.2200 -0.6827  -1.199
N 0.0687 0.4790 0.7204  0.227
N -0.7913 0.9686 -0.2817  -0.555
C 1.4413 0.6226 0.6062  0.964
O -1.5515 -2.0904 -0.0118  -0.485
O 2.1773 0.1987 1.4760  -0.645
H -2.2237 -1.7999 -0.6564  0.377
H -1.6867 1.1389 0.1589  0.346
H 0.4444 -1.8955 0.1411  0.343
H -0.0851 -2.0730 -1.5147  0.356
H -0.1789 0.2764 -2.1753  0.198
H -1.9428 0.1520 -1.8074  0.507
H 0.2650 -0.1530 2.6820  0.346
H -1.2521 -0.6604 1.8865  0.326
H -1.0323 1.0330 2.4078  0.349
H 2.9597 1.5731 -0.5152  0.353
H 1.9727 0.4557 -1.4596  0.229
H 1.2974 2.0270 -1.0193  0.379

Energy relative to the best compared isomer or geometry (same formula, charge and spin)   438.6 kJ/mol
HOMO level   -8.4 eV
Electronic energy   -457.5819 hartree

=====

Entry from the Open Molecules 2025 dataset: a molecular structure, C5H12N2O2 (ωB97M-V with the def2-TZVPD basis set).

Last column: Mulliken charge in e.
Element x y z (Å)
C -1.7112 -0.0592 -0.7115  -0.687
C 0.2529 1.8460 -0.2575  -1.274
C -2.6776 0.2181 0.4137  -0.931
N 2.1413 -0.4493 0.5884  -0.314
C -0.0133 0.3967 -0.2635  0.292
C 0.3674 -0.7573 0.1292  0.416
N 0.1979 -2.0941 0.0308  -0.444
O 2.8462 0.7579 0.7341  -0.393
O 2.9077 -1.4028 -0.1710  -0.480
H 2.8554 -1.0400 -1.0738  0.316
H 3.6740 0.4957 1.1674  0.327
H 1.1157 -2.5502 0.0711  0.332
H -0.4658 -2.4497 0.7097  0.250
H -1.8008 -1.0687 -1.1116  0.360
H -1.8491 0.6159 -1.5578  0.351
H -0.1399 2.3120 -1.1659  0.338
H -0.2131 2.3243 0.6075  0.285
H 1.3310 2.0257 -0.2424  0.371
H -3.7120 0.1578 0.0556  0.328
H -2.5453 1.2244 0.8206  0.287
H -2.5614 -0.5034 1.2268  0.272

Energy relative to the best compared isomer or geometry (same formula, charge and spin)   764.8 kJ/mol
HOMO level   -7.3 eV
Electronic energy   -457.4576 hartree

=====

Entry from the Open Molecules 2025 dataset: 2 unconnected molecules or ions with the total composition C5H12N2O2 (ωB97M-V with the def2-TZVPD basis set).

Last column: Mulliken charge in e.
Element x y z (Å)
C -1.7044 0.0522 2.8566  -1.265
C -0.4613 -0.3572 2.1703  0.841
O 0.6251 0.1856 2.2497  -0.697
N -0.5736 -1.5706 1.5331  -0.354
H -2.2503 -0.7210 3.3864  0.340
H -2.3892 0.4261 2.0727  0.332
H 0.2232 -1.9589 1.0591  0.241
H -1.4553 -2.0255 1.4080  0.178
H -1.6544 0.9825 3.4221  0.353
C 0.1891 0.1216 -1.6161  0.254
C -0.3095 0.9263 -2.8342  -1.212
C 1.6762 0.1653 -1.4362  0.279
O 2.4147 -0.2240 -2.3322  -0.654
N 2.2377 0.4456 -0.2153  -0.304
H -0.3592 0.3103 -0.7002  -0.038
H 0.0372 -0.9117 -1.9428  0.216
H -1.0645 0.4293 -3.4460  0.317
H 3.2268 0.2758 -0.2119  0.217
H 1.7219 0.5848 0.6560  0.289
H 0.5420 0.9494 -3.5172  0.338
H -0.6723 1.9142 -2.5620  0.328

Energy relative to the best compared isomer or geometry (same formula, charge and spin)   23.1 kJ/mol
HOMO level   -9.4 eV
Electronic energy   -457.7401 hartree
SMILES   CCC(N)=O.CC(N)=O